[1]
This record from the OMol25 dataset describes a structure of composition C16H18ClCuINO6PS. The level of theory is ωB97M-V with the def2-TZVPD basis set.

Computed properties:
**Calculated total energy**: -116041.109 eV
**Net charge**: +1
**E_HOMO**: -12.42 eV
**HOMO-LUMO gap**: 6.6 eV
**Strongest force on any atom**: 1.90 eV Å⁻¹
**2S+1**: 1
**LUMO**: -0.2123 hartree

CARTESIAN COORDINATES (ANGSTROEM)
C: -0.156 -5.483 1.586
C: 0.838 -5.460 0.479
O: 2.007 -5.525 0.675
O: 0.341 -5.420 -0.796
C: 0.501 -4.177 -1.480
C: -0.229 -3.006 -0.828
C: 0.688 -2.096 0.003
C: 0.032 -0.769 0.298
C: -1.255 -0.736 0.855
C: -1.914 0.470 1.100
Cl: -3.486 0.379 1.786
C: -1.313 1.706 0.798
C: -1.990 3.048 0.945
C: -2.553 3.426 -0.449
C: -3.968 2.924 -0.693
I: -2.326 5.510 -0.875
C: -0.014 1.648 0.296
C: 0.646 0.454 0.026
C: 1.971 0.742 -0.570
O: 2.803 0.019 -0.974
N: 2.047 2.209 -0.619
P: 3.606 2.891 -0.283
O: 3.302 4.430 -0.163
O: 3.845 2.341 1.183
S: 5.012 2.471 -1.511
C: 0.865 2.790 -0.043
O: 0.688 3.965 0.071
H: 0.371 -5.618 2.519
H: -0.905 -6.255 1.446
H: -0.689 -4.539 1.652
H: 0.053 -4.348 -2.450
H: 1.557 -3.960 -1.623
H: -0.687 -2.386 -1.596
H: -1.055 -3.383 -0.237
H: 1.615 -1.933 -0.526
H: 0.935 -2.576 0.949
H: -1.758 -1.655 1.097
H: -1.267 3.775 1.279
H: -2.815 2.956 1.639
H: -1.913 2.921 -1.171
H: -4.484 3.498 -1.451
H: -3.925 1.896 -1.045
H: -4.529 2.904 0.232
H: 4.142 4.871 -0.378
H: 4.735 1.951 1.179
Cu: 0.631 3.129 -2.332

Here are the Mulliken charges for atoms 1 to 4, given in e: atom 1 (C): -0.898, atom 2 (C): 0.787, atom 3 (O): -0.520, atom 4 (O): -0.391



[2]
This record from the OMol25 dataset describes a structure of composition C13H21FN3O5S2. The level of theory is ωB97M-V with the def2-TZVPD basis set.

Computed properties:
**Calculated total energy**: -52916.440 eV
**Net charge**: -1
**E_HOMO**: -5.65 eV
**HOMO-LUMO gap**: 7.8 eV
**Strongest force on any atom**: 4.82 eV Å⁻¹
**2S+1**: 1
**LUMO**: 0.0804 hartree
**Energy above the lowest of the compared OMol25 structures with the same formula, charge and spin**: 0.000 eV

CARTESIAN COORDINATES (ANGSTROEM)
C: -3.851 -0.794 2.248
C: -3.118 -1.840 1.909
C: -1.867 -1.716 1.056
S: -0.497 -0.849 1.889
O: 0.257 -1.910 2.539
O: -0.985 0.028 2.946
N: 0.541 -0.141 0.842
S: -0.067 1.201 0.148
O: -1.429 1.548 0.489
O: 0.833 2.297 0.412
C: -0.003 0.919 -1.658
C: -1.357 0.694 -2.272
O: -2.108 -0.116 -2.002
F: -1.690 1.543 -3.287
H: -3.430 0.165 2.539
H: -4.940 -0.866 2.193
H: -3.438 -2.833 2.221
H: -2.106 -1.316 0.069
H: -1.500 -2.735 0.897
H: 0.404 1.836 -2.094
H: 0.673 0.090 -1.858
C: 1.157 1.133 5.215
C: 2.600 0.657 5.135
C: 3.211 0.350 6.508
C: 3.222 1.553 7.359
N: 3.230 2.477 8.013
H: 1.073 2.074 5.767
H: 0.759 1.305 4.217
H: 0.526 0.389 5.704
H: 3.200 1.417 4.629
H: 2.641 -0.245 4.521
H: 4.238 -0.002 6.394
H: 2.640 -0.431 7.012
C: -1.163 -0.285 -7.233
C: 0.307 0.113 -7.166
C: 1.171 -0.919 -6.435
C: 0.709 -1.080 -5.048
N: 0.355 -1.194 -3.980
H: -1.604 -0.360 -6.238
H: -1.734 0.462 -7.786
H: -1.286 -1.247 -7.737
H: 0.391 1.081 -6.668
H: 0.691 0.240 -8.181
H: 2.213 -0.599 -6.422
H: 1.121 -1.886 -6.937

Here are the Mulliken charges for atoms 1 to 4, given in e: atom 1 (C): -0.604, atom 2 (C): -0.456, atom 3 (C): -0.259, atom 4 (S): 1.401



[3]
This record from the OMol25 dataset describes a structure of composition C31H32N15O3Pt. The level of theory is ωB97M-V with the def2-TZVPD basis set.

Computed properties:
**Calculated total energy**: -64403.325 eV
**Net charge**: +1
**E_HOMO**: -11.16 eV
**HOMO-LUMO gap**: 8.5 eV
**Strongest force on any atom**: 0.30 eV Å⁻¹
**2S+1**: 1
**LUMO**: -0.0992 hartree
**Energy above the lowest of the compared OMol25 structures with the same formula, charge and spin**: 0.000 eV

CARTESIAN COORDINATES (ANGSTROEM)
Pt: 0.625 0.037 1.852
C: 4.613 -0.705 -1.974
N: 3.971 -0.595 -0.672
C: 2.707 -0.846 -0.339
N: 2.464 -0.321 0.852
C: 3.649 0.247 1.208
N: 4.580 0.111 0.308
C: 4.021 0.237 -3.004
C: 4.512 0.260 -4.308
C: 3.990 1.149 -5.234
C: 2.954 2.013 -4.893
C: 2.456 1.975 -3.603
C: 3.003 1.104 -2.665
C: 1.309 2.743 -3.099
N: 1.072 4.002 -3.009
N: -0.075 4.134 -2.230
C: -0.436 2.939 -1.912
O: 0.381 2.000 -2.430
C: -1.553 2.511 -1.071
C: -2.247 3.439 -0.304
C: -3.281 3.006 0.512
C: -3.636 1.666 0.543
C: -2.970 0.742 -0.256
C: -3.483 -0.679 -0.320
N: -2.701 -1.570 -1.140
C: -2.944 -1.972 -2.398
N: -1.991 -2.774 -2.817
C: -1.153 -2.816 -1.754
N: -1.544 -2.114 -0.708
C: -1.915 1.165 -1.048
H: 4.538 -1.739 -2.315
H: 5.665 -0.489 -1.797
H: 2.000 -1.367 -0.961
H: 3.801 0.769 2.138
H: 5.312 -0.410 -4.601
H: 4.384 1.161 -6.241
H: 2.533 2.689 -5.625
H: 2.611 1.147 -1.661
H: -1.977 4.485 -0.361
H: -3.826 3.720 1.117
H: -4.457 1.342 1.172
H: -4.487 -0.671 -0.748
H: -3.560 -1.106 0.681
H: -3.820 -1.668 -2.950
H: -0.257 -3.415 -1.735
H: -1.374 0.458 -1.662
C: 2.197 5.085 0.302
N: 1.370 4.250 1.182
C: 0.579 4.788 2.129
C: -0.210 4.022 2.921
C: -0.136 2.633 2.713
O: -0.928 1.849 3.404
N: 0.691 2.077 1.834
C: 1.424 2.873 0.961
O: 2.084 2.426 0.051
H: 2.127 6.113 0.646
H: 1.843 5.011 -0.723
H: 3.229 4.744 0.351
H: 0.599 5.866 2.205
H: -0.871 4.434 3.663
C: -2.511 -5.346 0.679
C: -2.479 -5.268 2.202
C: -3.376 -4.149 2.721
C: -1.050 -5.150 2.733
N: -0.358 -3.949 2.257
C: -0.443 -2.696 2.684
N: 0.338 -1.971 1.914
N: 0.897 -2.804 1.012
N: 0.480 -3.989 1.211
H: -3.526 -5.551 0.337
H: -1.861 -6.136 0.300
H: -2.197 -4.401 0.233
H: -2.840 -6.217 2.609
H: -3.086 -3.179 2.309
H: -3.354 -4.081 3.811
H: -4.409 -4.328 2.421
H: -0.438 -5.988 2.406
H: -1.037 -5.113 3.822
H: -1.052 -2.316 3.487
N: -1.818 -0.255 3.524
C: -0.918 0.446 3.008
H: -2.424 0.279 4.147

Here are the Mulliken charges for atoms 1 to 4, given in e: atom 1 (Pt): 0.777, atom 2 (C): -1.170, atom 3 (N): 0.903, atom 4 (C): -0.498



[4]
This record from the OMol25 dataset describes a structure of composition C6H11O4Pr. The level of theory is ωB97M-V with the def2-TZVPD basis set.

Computed properties:
**Calculated total energy**: -28652.069 eV
**Net charge**: -1
**E_HOMO (alpha / beta)**: -1.76 / -2.62 eV
**HOMO-LUMO gap (alpha / beta)**: 5.0 / 5.6 eV
**Strongest force on any atom**: 3.72 eV Å⁻¹
**2S+1**: 4
**LUMO (alpha / beta)**: 0.1191 / 0.1085 hartree
**Energy above the lowest of the compared OMol25 structures with the same formula, charge and spin**: 0.000 eV

CARTESIAN COORDINATES (ANGSTROEM)
O: -2.022 0.347 -1.049
C: -1.477 1.403 -0.343
C: -0.890 1.064 1.032
O: -1.943 1.034 2.008
C: -2.575 -0.141 2.362
C: -2.542 -1.322 1.724
Pr: -1.777 -1.773 -0.528
H: -2.227 2.218 -0.218
H: -0.657 1.903 -0.911
H: -0.248 0.282 1.478
H: -3.188 0.078 3.250
H: -3.084 -2.081 2.313
O: 0.861 -1.850 -0.539
H: 1.246 -2.709 -0.838
C: 3.170 0.428 -2.065
O: 2.401 -0.717 -1.809
C: 1.832 -0.750 -0.503
H: 3.306 0.568 -3.150
H: 2.671 1.329 -1.664
H: 4.153 0.307 -1.586
H: 2.658 -1.138 0.125
H: 0.331 1.523 0.910

Here are the Mulliken charges for atoms 1 to 4, given in e: atom 1 (O): -0.664, atom 2 (C): -0.289, atom 3 (C): -0.455, atom 4 (O): -0.404



[5]
This record from the OMol25 dataset describes the molecule C3H3NO. The level of theory is ωB97M-V with the def2-TZVPD basis set.

Computed properties:
**Calculated total energy**: -6696.169 eV
**E_HOMO**: -10.78 eV
**HOMO-LUMO gap**: 11.3 eV
**Strongest force on any atom**: 1.23 eV Å⁻¹
**2S+1**: 1
**LUMO**: 0.0179 hartree
**Energy above the lowest of the compared OMol25 structures with the same formula, charge and spin**: 0.323 eV
**Structure (SMILES)**: N#CCC=O

CARTESIAN COORDINATES (ANGSTROEM)
N: -0.562 1.707 -1.829
C: -0.074 1.063 -1.001
C: 0.496 0.202 0.039
C: -0.452 -0.873 0.528
O: -0.030 -1.811 1.151
H: 1.434 -0.254 -0.291
H: 0.725 0.705 0.995
H: -1.536 -0.739 0.408

Here are the Mulliken charges for atoms 1 to 4, given in e: atom 1 (N): -0.348, atom 2 (C): 0.232, atom 3 (C): -0.239, atom 4 (C): -0.064



Q: Which value of strongest force on any atom does entry 3 give?
A: 0.30 eV Å⁻¹